--- one ---
Formula: H80O40
Source: the Open Molecules 2025 dataset
Level of theory: ωB97M-V with the def2-TZVPD basis set

```
120
Properties=species:S:1:pos:R:3
H 0.70388 6.08365 -2.13473
H 0.05586 5.00020 -2.31380
O -0.24753 5.80991 -1.98085
H -3.74390 0.90031 3.93666
H -5.11861 0.22331 4.35657
O -4.41952 0.22690 3.69722
H 0.24906 2.29334 -0.82525
H -0.59996 3.44392 -1.39662
O 0.03880 3.19352 -0.66715
H 3.96539 -0.09609 -4.69489
H 2.54076 -0.84295 -4.45481
O 3.39930 -0.54635 -3.98463
H 3.13128 -3.18376 4.52170
H 2.66559 -1.90735 5.40700
O 2.37738 -2.84291 5.16848
H 2.77038 -3.19144 -3.56469
O 2.26655 -3.70522 -4.05099
H 5.22201 -3.00094 1.17015
O 5.01212 -3.25202 0.25460
H -2.75677 0.80501 -1.93304
H -3.15858 2.10468 -2.11916
O -2.60137 1.55863 -1.54327
H -3.56712 -1.78459 1.43317
H -3.43137 -0.72035 2.37645
O -3.18539 -0.85119 1.49667
H -0.62662 -5.58690 -1.60045
H 0.42153 -6.64756 -1.17452
O -0.42921 -6.40718 -1.12398
H -2.30783 2.08576 1.04221
H -0.87704 2.15888 0.59421
O -1.41264 2.28352 1.34327
H -1.05552 -3.63756 2.57835
O -1.92618 -3.99961 2.26412
H 0.28729 -2.55440 3.15632
H 1.34015 -3.46484 3.77947
O 0.49804 -3.49400 3.34766
H -0.41644 4.47823 2.20085
H 0.42930 4.12219 1.05400
O 0.26843 4.86524 1.68217
H -0.74429 2.96952 -4.00648
H 0.78887 3.13039 -3.92726
O 0.09898 2.53180 -4.12522
H -4.85683 1.01356 -3.11254
H -4.64843 -0.42646 -2.36970
O -5.10652 0.08921 -3.17976
H -2.43607 -0.46675 -4.42283
H -2.12031 0.87401 -5.47638
O -2.34821 0.59053 -4.56184
H 2.35298 -4.49201 -0.42895
H 1.03565 -4.24088 -1.70082
O 2.01317 -4.44117 -1.42792
H 4.46514 2.36635 -0.38968
O 3.87835 1.77070 0.04474
H 2.46923 4.97350 -0.59647
H 1.08588 5.41022 -0.03432
O 1.88809 5.65358 -0.26987
H -3.53053 -3.54571 0.39359
O -4.01020 -3.27164 -0.35233
H 2.75247 0.91696 -1.33449
H 1.99080 1.29178 -2.74540
O 1.90598 1.25831 -1.70142
H -1.23599 -3.50064 -0.72565
H -1.60436 -2.70610 -2.12838
O -1.49953 -3.62808 -1.62813
H -3.57679 -1.09880 -0.98312
H -4.69161 -0.74649 -0.06423
O -4.26015 -0.43082 -0.69345
H 2.29864 -4.53306 2.66840
H 2.67710 -3.27616 2.14874
O 3.03520 -3.99919 2.71840
H 2.72218 4.52960 2.70899
H 2.88851 3.83454 4.00457
O 3.32440 4.51062 3.30622
H 0.43939 -0.24902 -2.28782
H -0.95577 0.21844 -2.73154
O -0.43592 -0.47906 -2.66191
H -2.58519 4.82309 1.35759
H -2.84984 3.42053 1.61531
O -3.20908 4.10117 1.46539
H 4.90535 4.08208 2.13831
H 5.21525 2.67845 1.95133
O 5.45992 3.51410 1.48539
H -0.40693 0.79778 4.60556
H -0.97161 1.94101 3.91065
O -0.71622 1.65190 4.80026
H -4.09305 2.85183 -4.21386
H -4.59520 3.84220 -3.08226
O -4.10029 3.73376 -3.92761
H 4.55679 0.86815 1.18518
O 4.67013 -0.21610 1.48319
H -0.87772 -0.28330 2.36760
H 0.55020 -0.44539 2.15098
O -0.18456 0.22204 2.27747
H 2.92271 2.05292 0.31822
H 2.70830 -4.55519 -4.00526
H -3.58362 -3.78071 -1.08680
H 5.65263 -3.80298 -0.21585
H -1.51172 -4.79655 2.00097
H 5.56776 -0.05711 1.79419
O -1.90024 -3.14654 5.39390
H -2.44195 -3.53566 4.72762
H -1.10629 -3.46539 5.08095
O -4.97784 3.83567 -0.74042
H -4.78076 4.68348 -0.70583
H -4.67661 3.35998 0.08343
O -0.92726 -1.61263 0.12594
H -1.69639 -1.24174 0.53157
H -1.14853 -1.52087 -0.94750
O 2.15740 -0.72693 0.32507
H 2.51666 -0.65806 -0.56533
H 1.44009 -1.26810 0.32899
O 0.81435 3.13759 3.56920
H 0.58006 2.42091 2.98224
H 0.53384 3.19124 4.43043
O 5.41653 -2.86109 -2.43141
H 5.80628 -2.30570 -1.72695
H 4.91246 -2.42577 -3.03490
O -1.52166 -3.21958 -4.40918
H -1.25643 -3.76337 -3.62986
H -2.07870 -3.84265 -4.98813
```

As for the multiplicity: 2. The calculation puts the orbital gap (alpha / beta) at 2.20 / 10.03 eV. As for the total charge: -1. The calculation puts the LUMO energy (alpha / beta) at 1.616 / 1.511 eV.

---

--- two ---
Formula: H80O40
Source: the Open Molecules 2025 dataset
Level of theory: ωB97M-V with the def2-TZVPD basis set

```
120
Properties=species:S:1:pos:R:3
H 1.40684 1.58201 4.17428
H 0.98826 0.05987 3.87394
O 1.67697 0.66550 4.24302
H -3.72941 3.11827 4.29573
H -2.24279 2.29618 4.65977
O -3.22708 2.28001 4.28200
H 0.14582 2.00979 0.58583
H 0.37461 1.09940 -0.60493
O 0.69628 1.90696 -0.23315
H 3.32667 2.98803 -3.46776
H 4.82036 3.71652 -3.47741
O 3.92145 3.60848 -3.19058
H 1.60916 -4.64428 -2.28154
H 1.91451 -4.81039 -3.82732
O 1.56274 -4.11048 -3.17527
H -0.91304 0.42996 -3.40251
O -0.94788 0.31772 -2.21761
H -0.91018 1.75585 6.40969
O -0.59699 2.27947 5.60523
H -3.99323 1.90970 2.91680
H -3.93720 1.37661 1.56468
O -4.66706 1.68296 2.16782
H 5.74517 0.29040 -0.78548
H 5.74875 -1.15325 -1.58849
O 6.26643 -0.40396 -1.30413
H -0.35381 -3.41267 -4.70363
H -1.58628 -2.50255 -4.29356
O -0.71029 -2.48311 -4.60288
H -1.79916 3.88318 2.67573
H -1.42876 2.63880 2.11341
O -1.44540 2.99409 3.05665
H 0.97295 -1.83263 0.34406
O 1.18502 -1.68148 1.30527
H 5.78317 -1.39646 2.01590
H 5.66302 -0.31957 3.16898
O 5.55675 -0.54560 2.23056
H -1.28188 0.09633 1.79150
H 0.12471 -0.25146 1.39335
O -0.34876 0.50225 1.81086
H -2.53111 0.19451 5.68284
H -1.64837 -0.87994 6.42598
O -2.06659 0.00037 6.51431
H 2.06735 -4.30108 2.71502
H 2.18246 -5.46953 3.53159
O 2.76449 -4.74956 3.18406
H 1.57385 -3.59000 -0.04454
H 2.46637 -4.31752 0.79411
O 1.85045 -4.48043 0.06626
H -0.46630 -4.01881 0.39362
H -1.33941 -2.97430 -0.35131
O -1.36972 -3.70172 0.21591
H -0.63402 -3.61297 2.87512
O -0.35634 -4.47686 3.07640
H 0.99837 2.53717 -1.90947
H 2.05117 2.30313 -2.96091
O 1.11381 2.21462 -2.77939
H -2.01712 -0.11316 -0.59386
O -2.58720 -0.76907 -0.07781
H -3.48338 2.44384 -2.46048
H -5.08217 2.13772 -2.12270
O -4.16339 1.82958 -2.09232
H 0.19933 -2.26032 -3.10873
H 0.13304 -0.97154 -2.19127
O 0.41347 -1.87211 -2.10465
H -4.53965 -2.47809 -0.80863
H -6.01619 -2.95917 -0.89618
O -5.41414 -2.24268 -1.13490
H -4.07096 -3.06303 -4.32388
H -3.81779 -2.73325 -2.76290
O -3.52585 -3.20776 -3.53071
H 2.52211 0.63787 2.79789
H 4.03431 0.47711 2.27094
O 3.12508 0.45634 2.11101
H 1.77079 3.77268 1.08785
H 1.53757 4.67480 2.02225
O 1.76019 3.71292 1.96756
H 0.55103 0.72457 -3.58452
H -0.23066 1.76936 -4.59317
O 0.00829 0.76536 -4.48177
H 0.87466 5.48576 -0.63600
H 0.87421 6.53987 -1.36028
O 1.31914 6.40578 -0.52956
H 4.26771 -3.69443 -3.39831
H 3.42495 -4.34360 -2.20814
O 4.15261 -4.46749 -2.86352
H 2.40684 -0.31136 -4.14172
H 2.61950 0.35024 -2.81800
O 2.58697 0.48158 -3.78182
H -2.35373 1.95317 0.59719
O -2.92285 2.78107 0.66328
H 2.18899 1.86775 -0.31583
H 3.73216 1.53852 -0.01811
O 3.06480 1.47545 -0.66497
H -1.01575 -4.97441 3.42356
H -1.82393 -0.17286 -2.38452
H -3.48129 -0.74689 -0.50501
H 0.21064 2.73181 5.72042
H 1.88395 -0.97906 1.47491
H -3.72111 2.74745 0.15765
O -1.45478 -0.39517 4.15972
H -1.11754 0.26574 3.62825
H -2.05217 -1.02965 3.76160
O -1.84111 3.55247 -1.58591
H -2.27805 3.15445 -0.77485
H -1.20431 3.01596 -1.97793
O -2.73686 -2.58370 2.26225
H -2.32025 -2.56965 1.45906
H -2.91334 -1.69731 2.46012
O -2.37625 -0.64363 -5.41961
H -1.48578 -0.21320 -5.26024
H -2.08867 -1.51618 -5.80253
O 5.13316 3.32139 2.48415
H 4.19747 2.90905 2.59906
H 5.00761 4.12649 1.94628
O -3.38991 -5.37960 0.38665
H -2.61313 -4.94634 0.15920
H -3.93011 -4.82113 0.89734
O -0.68418 4.18112 -4.80638
H 0.09542 4.62072 -4.94581
H -1.36925 4.63031 -4.38904
```

As for the multiplicity: 2. The calculation puts the orbital gap (alpha / beta) at 2.67 / 9.16 eV. As for the total charge: -1. The calculation puts the LUMO energy (alpha / beta) at 1.811 / 1.660 eV.

---

Looking at the structures above, two is most stable, and the difference to the next one is 0.1497 hartree.